[1]
This record from the Open Molecules 2025 dataset describes a structure of composition C28H27N5ORe. The level of theory is ωB97M-V/def2-TZVPD.

Geometry as XYZ:
```
62
Properties=species:S:1:pos:R:3:forces:R:3
Re 0.087 -0.296 -0.336 0.0 -0.3 0.2
C -3.400 2.940 2.357 0.0 0.0 0.0
C -3.644 1.717 1.745 0.1 0.0 0.0
C -2.584 0.873 1.459 0.0 0.1 0.0
C -1.284 1.260 1.798 0.0 -0.1 -0.1
C -1.034 2.490 2.410 -0.1 0.0 0.0
C -2.101 3.326 2.683 0.0 0.0 0.0
N -0.238 0.375 1.437 0.1 0.2 0.4
C 0.878 0.265 2.308 -0.1 0.0 0.0
C 0.823 0.349 3.694 0.1 0.0 -0.1
C 2.008 0.227 4.406 0.0 0.0 0.0
C 3.235 0.034 3.762 0.0 0.0 0.0
C 3.306 -0.057 2.384 0.0 0.0 0.1
C 2.116 0.065 1.676 0.0 0.0 -0.2
N 1.995 -0.032 0.269 0.4 0.2 0.2
N 2.988 -0.229 -0.464 -0.1 0.0 -0.2
C 2.638 -0.430 -1.806 0.2 0.1 0.3
C 3.634 -0.496 -2.762 -0.1 0.0 0.0
C 3.245 -0.655 -4.087 0.0 0.0 0.0
C 1.893 -0.739 -4.385 0.0 0.0 0.0
C 0.956 -0.671 -3.364 0.0 0.0 0.0
N 1.316 -0.534 -2.083 0.2 0.0 -0.2
H -4.227 3.596 2.592 0.0 0.0 0.0
H -4.656 1.415 1.514 0.0 0.0 0.0
H -2.758 -0.114 1.044 0.0 0.0 0.0
H -0.024 2.797 2.649 0.0 0.0 0.0
H -1.926 4.283 3.153 0.0 0.0 0.0
H -0.121 0.494 4.200 0.0 0.0 0.0
H 1.981 0.285 5.486 0.0 0.0 0.0
H 4.140 -0.042 4.350 0.0 0.0 0.0
H 4.245 -0.203 1.870 0.0 0.0 0.0
H 4.669 -0.414 -2.461 0.0 0.0 0.0
H 3.988 -0.707 -4.873 0.0 0.0 0.0
H 1.552 -0.864 -5.404 0.0 0.0 0.0
H -0.105 -0.742 -3.566 0.0 0.0 0.0
C -0.991 -5.743 0.338 0.0 0.1 0.0
N -0.371 -4.396 0.277 -0.1 -0.1 0.0
C 0.935 -4.202 0.927 0.0 0.0 0.0
C -0.952 -3.401 -0.323 0.0 0.1 0.0
C -2.245 -3.499 -1.051 0.0 -0.1 0.0
O -0.363 -2.240 -0.306 -0.3 0.0 -0.1
H -0.423 -6.337 1.044 0.0 0.0 0.0
H -0.956 -6.215 -0.642 0.0 0.0 0.0
H -2.015 -5.667 0.693 0.0 0.0 0.0
H 1.337 -5.175 1.185 0.0 0.0 0.0
H 0.814 -3.609 1.833 0.0 0.0 0.0
H 1.619 -3.706 0.241 0.0 0.0 0.0
H -2.713 -4.474 -0.978 0.0 0.0 0.0
H -2.062 -3.280 -2.105 0.0 0.0 0.0
H -2.928 -2.742 -0.664 0.0 0.0 0.0
C -0.346 1.305 -0.989 0.0 -0.1 -0.3
C -0.695 2.535 -1.519 -0.2 -0.1 0.1
C 0.253 3.587 -1.470 0.0 0.1 0.0
C -0.089 4.819 -1.980 0.0 -0.1 0.0
C -1.359 5.009 -2.526 0.0 0.1 0.0
C -2.305 3.984 -2.569 0.0 -0.1 0.0
C -1.985 2.744 -2.067 0.0 0.1 0.0
H 1.229 3.416 -1.035 0.0 0.0 0.0
H 0.618 5.637 -1.958 0.0 0.0 0.0
H -1.618 5.981 -2.927 0.0 0.0 0.0
H -3.281 4.168 -2.996 0.0 0.0 0.0
H -2.699 1.932 -2.087 0.0 0.0 0.0
```
Forces are in eV/Å.

As for the HOMO energy: -17.03 eV. As for the net charge: +3. Its energy above the lowest of the compared OMol25 structures with the same formula, charge and spin is 7.6 kcal per mole. The lowest unoccupied orbital energy is -10.809 eV.

Atom charges from the Löwdin analysis, given in e for atoms 1 to 2: 1.59 -0.02

[2]
This record from the Open Molecules 2025 dataset describes a structure of composition C37H28F6N3O7PS2Ti in a non-equilibrium geometry. The level of theory is ωB97M-V/def2-TZVPD.

Geometry as XYZ:
```
85
Properties=species:S:1:pos:R:3:forces:R:3
Ti 0.483 2.268 -1.051 1.2 -0.1 -0.4
O -0.207 0.536 -1.491 -0.1 0.1 0.0
C -1.482 0.234 -1.595 0.0 0.0 -0.1
C -1.933 -0.498 -2.707 0.0 0.0 0.0
C -3.257 -0.841 -2.816 0.0 0.0 0.0
C -4.186 -0.487 -1.826 0.0 0.0 0.0
C -3.756 0.218 -0.729 0.0 0.0 0.0
C -2.413 0.603 -0.606 -0.1 0.0 0.0
C -1.931 1.218 0.606 0.0 0.1 0.0
N -0.851 1.903 0.682 -0.1 -0.2 0.1
C -0.252 2.098 1.996 -0.1 0.0 0.1
C 1.111 1.418 1.903 0.1 -0.1 0.2
N 1.728 2.041 0.741 0.1 -0.1 -0.2
C 2.860 2.620 0.867 0.0 0.1 0.0
C 3.345 3.637 -0.038 -0.1 0.0 0.0
C 4.698 3.997 -0.052 0.0 0.0 0.0
C 5.137 5.075 -0.785 0.0 0.0 0.0
C 4.198 5.838 -1.493 0.0 0.0 0.0
C 2.860 5.528 -1.468 0.0 0.0 0.0
C 2.393 4.407 -0.753 -0.1 0.0 0.1
O 1.114 4.128 -0.736 0.0 0.0 0.0
H -1.204 -0.742 -3.468 0.0 0.0 0.0
H -3.590 -1.392 -3.688 0.0 0.0 0.0
H -5.226 -0.770 -1.926 0.0 0.0 0.0
H -4.451 0.491 0.059 0.0 0.0 0.0
H -2.489 1.010 1.524 0.0 0.0 0.0
H -0.862 1.655 2.788 0.0 0.0 0.0
H -0.117 3.168 2.178 0.0 0.0 0.0
H 0.987 0.338 1.787 -0.1 0.1 -0.1
H 1.703 1.579 2.808 0.0 0.0 0.0
H 3.448 2.430 1.771 0.0 0.0 0.0
H 5.401 3.398 0.517 0.0 0.0 0.0
H 6.189 5.326 -0.821 0.0 0.0 0.0
H 4.534 6.680 -2.087 0.0 0.0 0.0
H 2.133 6.095 -2.034 0.0 0.0 0.0
F -3.514 3.836 -1.321 0.2 0.1 -0.2
C -2.790 4.617 -2.142 -0.2 0.1 0.1
F -3.665 5.309 -2.909 0.0 -0.1 0.0
F -2.142 5.518 -1.385 0.0 0.0 0.0
S -1.604 3.658 -3.258 -0.2 0.0 0.1
O -0.885 3.059 -2.013 -0.4 0.1 -0.2
O -2.513 2.676 -3.837 0.1 0.0 -0.1
N 1.104 3.057 -4.440 0.0 0.1 0.0
S 1.818 1.952 -3.856 0.1 -0.3 -0.1
O 1.888 1.982 -2.198 -0.6 0.1 0.5
O 1.694 0.530 -4.141 0.0 0.1 0.0
C 3.674 2.136 -3.977 -0.1 0.1 0.0
F 4.374 1.237 -3.266 0.0 -0.1 0.0
F 4.088 3.352 -3.579 0.0 0.0 0.0
F 4.055 1.993 -5.265 0.0 0.0 0.0
O 2.064 -1.084 4.585 -0.2 -0.1 -0.2
C 1.335 -1.500 3.676 0.2 0.1 0.1
C 1.706 -2.940 3.186 -0.1 -0.1 -0.3
C 2.688 -3.746 3.752 -0.1 0.1 -0.1
C 2.942 -5.006 3.238 -0.1 -0.1 -0.2
C 2.217 -5.458 2.133 0.1 0.0 0.1
C 1.238 -4.660 1.554 0.0 0.0 0.0
C 0.973 -3.397 2.080 0.2 0.2 0.4
P -0.247 -2.182 1.403 -0.1 -0.1 0.1
C -0.847 -3.200 -0.026 0.0 0.2 -0.2
C -1.860 -4.157 -0.034 0.0 -0.1 0.0
C -2.194 -4.834 -1.201 0.0 0.0 0.1
C -1.512 -4.576 -2.381 0.1 0.0 0.0
C -0.499 -3.625 -2.390 0.0 -0.1 -0.1
C -0.185 -2.937 -1.229 0.0 0.0 0.0
C -1.691 -2.349 2.531 0.0 -0.1 0.0
C -2.947 -1.965 2.059 0.0 0.0 -0.1
C -4.058 -1.953 2.891 0.0 0.0 0.0
C -3.934 -2.332 4.221 0.0 0.0 0.0
C -2.693 -2.729 4.700 0.0 0.0 0.0
C -1.582 -2.735 3.865 0.0 0.0 0.0
H 3.235 -3.346 4.601 0.0 0.0 0.0
H 3.701 -5.642 3.682 0.0 0.0 0.0
H 2.417 -6.440 1.718 0.0 0.0 0.0
H 0.693 -5.024 0.691 0.0 0.0 0.0
H -2.394 -4.385 0.881 0.0 0.0 0.0
H -2.993 -5.567 -1.185 0.0 0.0 0.0
H -1.777 -5.100 -3.292 0.0 0.0 0.0
H 0.024 -3.390 -3.309 0.0 0.0 0.0
H 0.566 -2.154 -1.260 0.0 0.0 0.0
H -3.057 -1.677 1.019 0.0 0.0 0.0
H -5.020 -1.645 2.497 0.0 0.0 0.0
H -4.797 -2.321 4.877 0.0 0.0 0.0
H -2.582 -3.027 5.736 0.0 0.0 0.0
H -0.621 -3.036 4.260 0.0 0.0 0.0
```
Forces are in eV/Å.

As for the HOMO energy: -1.04 eV. As for the net charge: -2. Its energy above the lowest of the compared OMol25 structures with the same formula, charge and spin is 20.3 kcal per mole. The lowest unoccupied orbital energy is 4.187 eV.

Atom charges from the Löwdin analysis, given in e for atoms 1 to 2: 1.13 -0.17

Result set for orbital gap: 6.217, 5.227 eV, one per record in the order listed.